(1)
This record from the Open Molecules 2025 dataset describes a molecular structure, C26H28AlBrCl5N7O3S. The level of theory is the ωB97M-V functional and the def2-TZVPD basis.

Each line ends with the Mulliken charge.
Atoms and positions in Å:
Br1 -2.0826 3.4544 0.9484  -0.1489
Cl1 -2.4668 -3.7140 0.4544  -0.1523
Cl2 2.2602 -3.4568 4.4823  -0.2110
Cl3 0.0049 -5.5774 4.8865  -0.1980
Cl4 -2.3702 -5.6932 2.8680  -0.2023
Cl5 2.1127 -1.4654 2.0817  -0.1193
S1 -0.8114 -1.6463 -2.6102  -0.2873
Al1 -0.0947 -0.4230 -0.5838  -1.5592
O1 -0.3652 0.6707 0.8852  1.2231
O2 1.5160 1.5262 1.7569  -0.6403
O3 -0.2037 -1.9116 0.3326  -0.0061
N1 -0.3189 -4.4264 -2.2914  -0.6902
N2 -2.6656 1.8714 -3.1478  0.1094
N3 -0.9421 0.9940 -1.7121  1.0095
N4 3.9861 0.6107 -1.0073  0.0248
N5 -3.2211 0.6673 -1.3679  0.4884
N6 1.6332 0.2230 -1.1703  0.6348
N7 3.2600 -1.4813 -1.0724  0.2200
C1 -1.6171 2.7844 2.6694  0.5110
C2 -2.0002 1.9930 -4.4363  -1.2239
C3 -4.1181 1.7087 -3.2355  -0.7317
C4 -0.5203 -3.2947 -2.4162  0.5485
C5 -1.1672 -3.6542 1.5799  0.4052
C6 -2.0147 2.8565 5.0308  -0.5070
C7 0.8907 -2.6596 2.3002  0.8250
C8 -0.1598 -2.6985 1.3710  -1.2145
C9 2.4478 -2.6616 -1.2384  -0.1381
C10 5.2009 -0.2028 -1.0343  -0.5597
C11 2.8786 -0.1935 -1.0682  0.7848
C12 4.6864 -1.6324 -0.8694  -0.6562
C13 4.0247 1.9034 -0.3292  -0.8471
C14 -0.9153 2.0344 5.2354  -0.6725
C15 -4.5042 1.0627 -1.9075  -0.6490
C16 -3.1238 -0.0785 -0.1336  -0.8629
C17 1.3975 1.6217 -1.5557  -1.1840
C18 -0.0597 -4.4836 3.5585  0.2310
C19 0.9439 -3.5392 3.3751  0.0720
C20 -0.1737 1.5986 4.1516  -0.6573
C21 -2.3579 3.2473 3.7467  -0.6750
C22 0.3053 1.3682 1.7339  0.1055
C23 0.1389 1.6933 -2.4047  -1.4564
C24 -1.1192 -4.5328 2.6537  0.2509
C25 -0.5269 1.9463 2.8497  0.0783
C26 -2.1863 1.1634 -2.0721  -0.2064
H1 -2.5739 -1.0103 -0.2816  0.2048
H2 2.5968 -3.3316 -0.3890  0.3411
H3 1.2755 2.2530 -0.6739  0.1147
H4 4.8922 -2.0548 0.1193  0.3050
H5 -2.6698 0.5097 0.6619  0.1368
H6 -2.5997 3.2092 5.8699  0.3762
H7 5.7389 -0.0687 -1.9752  0.3260
H8 -1.0971 2.5895 -4.3851  0.3656
H9 0.3386 1.2357 -3.3777  0.4351
H10 4.9088 1.9275 0.3078  0.3751
H11 5.8616 0.0926 -0.2202  0.3641
H12 -1.7669 1.0148 -4.8682  0.3383
H13 0.6951 0.9672 4.2889  0.4736
H14 -4.1310 -0.3657 0.1633  0.3796
H15 -5.1452 0.1907 -2.0485  0.4344
H16 2.7113 -3.1854 -2.1591  0.3576
H17 5.0978 -2.3075 -1.6210  0.3438
H18 -2.6896 2.5060 -5.1044  0.4497
H19 -0.1039 2.7503 -2.5427  0.6075
H20 -0.6350 1.7368 6.2370  0.3993
H21 -4.3693 1.0571 -4.0779  0.3784
H22 -3.1897 3.9162 3.5758  0.4167
H23 -4.5962 2.6753 -3.3944  0.3316
H24 -5.0117 1.7586 -1.2334  0.3197
H25 1.4012 -2.4040 -1.2837  -0.8726
H26 4.0964 2.7318 -1.0364  0.2656
H27 3.1553 2.0255 0.3073  0.2469
H28 2.2291 2.0072 -2.1466  0.7200

Summary:
Charge   0
Highest occupied orbital energy   -8.1383 eV
HOMO-LUMO gap   8.43 eV
LUMO level   0.0109 Ha

***

(2)
This record from the Open Molecules 2025 dataset describes a molecular structure, C26H28As2N2RuS. The level of theory is the ωB97M-V functional and the def2-TZVPD basis.

Each line ends with the Mulliken charge.
Atoms and positions in Å:
Ru1 -0.0708 0.0843 -0.6819  -0.4293
As1 -1.5842 -1.2924 0.8092  1.4501
As2 -0.6853 1.9101 0.7745  1.2678
S1 -1.8321 0.2928 -2.1612  -0.4982
N1 -0.0240 -1.4772 -2.1256  0.3051
N2 1.6876 -0.1907 0.5132  0.9742
C1 2.8600 -0.7611 2.5172  -1.2983
C2 2.8533 0.1422 -0.0824  0.7648
C3 -1.5024 -1.8936 -3.9530  -0.8204
C4 -3.2729 -1.9205 0.0941  -1.2471
C5 0.7279 -2.5205 -2.4733  -0.5234
C6 -0.7290 -2.9870 -4.3046  -0.2233
C7 1.3882 0.9419 -1.8420  0.0987
C8 4.0716 -0.4824 1.8921  -0.4453
C9 -3.0061 1.5873 4.2768  -0.7943
C10 1.2064 1.5578 -3.0827  -0.1083
C11 1.7033 -0.5980 1.7923  -0.6651
C12 2.7083 0.7320 -1.4127  1.0782
C13 4.0635 -0.0198 0.5957  -1.1406
C14 3.7998 1.1062 -2.1999  -0.7796
C15 -1.1086 -1.1510 -2.8505  0.6419
C16 2.2910 1.9402 -3.8576  -0.7796
C17 -2.1441 -0.1319 2.2655  0.2867
C18 -2.2170 2.0673 3.2441  -0.8716
C19 -3.3687 0.2469 4.3075  -0.7727
C20 -2.9415 -0.6069 3.3037  -0.8016
C21 3.5924 1.7088 -3.4245  -0.8300
C22 0.4029 -3.3068 -3.5620  -0.8463
C23 -1.7788 1.2143 2.2337  -0.1124
C24 0.6677 2.9455 1.6942  -1.3084
C25 -1.0143 -2.9354 1.6876  -1.2607
C26 -1.8139 3.2783 0.0016  -1.2584
H1 -3.8637 -1.0707 -0.2377  0.3749
H2 1.6007 -2.7131 -1.8622  0.5248
H3 4.4336 2.0013 -4.0379  0.4205
H4 -1.0013 -3.5877 -5.1623  0.4064
H5 -2.0760 4.0315 0.7426  0.4543
H6 -3.2395 -1.6487 3.3317  0.2950
H7 -3.9875 -0.1299 5.1110  0.4097
H8 2.8110 -1.0910 3.5447  0.4907
H9 2.1216 2.4223 -4.8124  0.4383
H10 -2.3812 -1.6082 -4.5136  0.4803
H11 4.9876 0.2410 0.1023  0.4414
H12 5.0058 -0.6044 2.4237  0.4433
H13 -2.7201 2.8119 -0.3816  0.3887
H14 -3.3412 2.2580 5.0567  0.4104
H15 1.0265 -4.1482 -3.8258  0.4375
H16 0.7410 -0.7755 2.2518  0.6910
H17 1.1982 3.5441 0.9546  0.4340
H18 -1.9473 3.1170 3.2298  0.2885
H19 -1.6919 -3.1784 2.5043  0.4549
H20 -1.0558 -3.7323 0.9455  0.4310
H21 1.3739 2.2780 2.1845  0.2821
H22 0.2065 1.7461 -3.4523  0.4817
H23 0.0009 -2.8661 2.0678  0.3074
H24 4.8128 0.9279 -1.8624  0.3944
H25 -1.2750 3.7438 -0.8223  0.4170
H26 0.2125 3.6011 2.4341  0.4902
H27 -3.8128 -2.4822 0.8549  0.4494
H28 -3.0691 -2.5683 -0.7584  0.4096

Summary:
2S+1   2
Charge   +1
Highest occupied orbital energy (alpha / beta)   -10.7706 / -10.7607 eV
HOMO-LUMO gap (alpha / beta)   8.36 / 6.83 eV
LUMO level (alpha / beta)   -0.0884 / -0.1443 Ha

***

(3)
This record from the Open Molecules 2025 dataset describes a molecular structure, C26H28As2N2RuS in a non-equilibrium geometry. The level of theory is the ωB97M-V functional and the def2-TZVPD basis.

Each line ends with the Mulliken charge.
Atoms and positions in Å:
Ru1 0.2243 0.9667 -0.3740  -0.9991
As1 -0.2664 0.6089 2.1071  0.8942
As2 2.6111 -0.7631 1.5427  0.2820
S1 0.2488 3.2064 0.4344  -0.3563
N1 0.6475 -0.7737 -1.2896  0.3708
N2 -1.5184 1.9204 -0.8206  0.6177
C1 1.3855 -1.6691 2.7279  0.6425
C2 0.5727 -2.1067 -3.1730  -0.1127
C3 0.7794 1.5197 -2.3214  -0.1382
C4 0.9588 0.4735 -3.2621  0.8873
C5 1.1497 3.0723 -4.1513  -0.8328
C6 0.2743 -3.2540 -2.2915  -0.6787
C7 1.2200 0.7244 -4.6076  -0.7096
C8 0.7195 -3.5831 4.0474  -0.7879
C9 -0.6155 -0.9371 -0.7270  0.5060
C10 -0.5577 -3.0598 4.1789  -0.8336
C11 0.7583 -0.8635 -2.7194  -0.3355
C12 -3.5751 2.5785 -1.7710  -0.9354
C13 -3.3880 3.8665 -1.2719  -0.1782
C14 0.6922 1.7186 3.3865  -1.3238
C15 -0.7667 -2.2996 -0.0908  0.4795
C16 -0.8656 -1.8285 3.6102  -0.1637
C17 4.2249 -1.8423 1.7508  -1.2116
C18 -0.2389 -3.3504 -1.0493  -0.6476
C19 -2.2453 4.1718 -0.5609  -0.8773
C20 -1.3106 3.1633 -0.3619  0.2667
C21 -2.6096 1.6258 -1.5347  -0.3485
C22 1.6843 -2.8932 3.3282  -0.3120
C23 1.3210 2.0279 -5.0530  -0.6694
C24 0.0963 -1.1259 2.9007  -0.5691
C25 0.8767 2.8203 -2.8131  0.1713
C26 -2.0966 1.0082 2.6034  -1.4271
H1 0.9661 -4.5335 4.5018  0.4104
H2 0.6583 -2.3185 -4.2310  0.4796
H3 -2.2637 2.0579 2.3629  0.3526
H4 0.7653 3.6630 -2.1428  0.4659
H5 -1.8627 -1.4249 3.7332  0.3742
H6 1.7657 1.6126 3.2469  0.4259
H7 1.3463 -0.1020 -5.2970  0.4284
H8 -1.3912 -0.7551 -1.4632  0.0652
H9 4.9964 -1.4166 1.1134  0.4130
H10 -2.7062 0.6196 -1.9146  0.4305
H11 1.3802 -1.2770 -0.7863  0.0562
H12 1.5303 2.2346 -6.0939  0.4060
H13 -1.8293 -2.5007 0.0719  0.4666
H14 -0.3221 -4.3608 -0.6621  0.4273
H15 4.0432 -2.8727 1.4465  0.3718
H16 0.4197 1.3883 4.3878  0.4060
H17 -1.3140 -3.6027 4.7300  0.4232
H18 1.2318 4.0960 -4.4943  0.4320
H19 -0.2816 -2.4063 0.8801  -0.4372
H20 -4.1318 4.6309 -1.4532  0.4232
H21 0.5115 -4.2079 -2.7508  0.3774
H22 2.6720 -3.3231 3.2294  0.3835
H23 -2.2505 0.8599 3.6707  0.4962
H24 -2.0556 5.1630 -0.1744  0.4966
H25 -4.4519 2.3212 -2.3463  0.4520
H26 4.5671 -1.8240 2.7850  0.3892
H27 -2.7947 0.3977 2.0332  0.4116
H28 0.4105 2.7579 3.2432  0.5029

Summary:
2S+1   2
Charge   +1
Highest occupied orbital energy (alpha / beta)   -10.5700 / -10.6501 eV
HOMO-LUMO gap (alpha / beta)   6.98 / 6.39 eV
LUMO level (alpha / beta)   -0.1321 / -0.1567 Ha